No. 1
{"formula": "C43H59Br2FN13O3S", "method": "ωB97M-V/def2-TZVPD", "e_tot_ev": -224680.2107, "gap_ha": 0.182, "charge": 1, "species": ["C", "C", "O", "C", "O", "N", "C", "C", "S", "C", "N", "N", "C", "O", "C", "N", "C", "N", "C", "C", "C", "F", "N", "C", "Br", "C", "C", "Br", "H", "H", "H", "H", "H", "H", "H", "H", "H", "H", "H", "H", "H", "H", "H", "H", "H", "H", "H", "H", "H", "H", "H", "H", "N", "C", "C", "C", "C", "H", "H", "H", "H", "H", "N", "C", "C", "C", "C", "H", "H", "H", "H", "H", "N", "C", "C", "C", "C", "H", "H", "H", "H", "H", "N", "C", "C", "C", "C", "H", "H", "H", "H", "H", "N", "C", "C", "C", "C", "H", "H", "H", "H", "H", "N", "C", "C", "C", "C", "H", "H", "H", "H", "H", "N", "C", "C", "C", "C", "H", "H", "H", "H", "H"], "coordinates": [[0.12, -1.18, -4.02], [0.79, -1.77, -2.65], [1.98, -2.49, -3.11], [-0.26, -2.75, -2.00], [-0.61, -2.60, -0.61], [-0.61, -1.30, -0.18], [-1.62, -0.42, -0.75], [-3.05, -1.19, -0.93], [-4.17, 0.09, -1.75], [-4.62, 1.35, -0.49], [-5.76, 2.23, -0.44], [-5.83, 3.06, 0.64], [-4.64, 2.68, 1.36], [-3.92, 1.67, 0.72], [0.30, -0.99, 0.75], [1.16, -2.10, 1.11], [2.01, -1.55, 2.12], [1.60, -0.16, 2.26], [2.47, 0.51, 3.24], [3.95, 0.89, 2.66], [5.11, 0.00, 3.35], [5.42, 0.53, 4.67], [0.56, 0.25, 1.44], [-0.05, 1.55, 1.32], [0.43, 2.25, -0.52], [0.21, 2.79, 2.28], [-0.34, 2.62, 3.80], [1.94, 3.74, 2.12], [-0.99, -0.88, -3.85], [0.07, -2.02, -4.81], [0.71, -0.32, -4.47], [1.15, -0.89, -2.03], [2.27, -2.06, -3.95], [0.17, -3.82, -2.11], [-1.20, -2.76, -2.67], [-1.90, 0.55, -0.26], [-1.31, -0.15, -1.83], [-2.97, -2.13, -1.56], [-3.52, -1.40, 0.08], [-4.37, 3.18, 2.36], [2.84, -2.07, 2.71], [2.09, 1.41, 3.80], [2.70, -0.28, 4.06], [3.93, 0.79, 1.53], [4.19, 1.97, 2.96], [6.06, 0.18, 2.72], [4.90, -1.12, 3.35], [-1.20, 1.41, 1.43], [-0.53, 3.59, 1.87], [-1.00, 1.68, 3.90], [-1.04, 3.49, 4.09], [0.50, 2.64, 4.58], [5.63, 1.78, -0.92], [6.22, 2.59, 0.01], [7.53, 2.78, -0.36], [7.74, 2.07, -1.57], [6.55, 1.46, -1.89], [4.68, 1.47, -0.90], [5.66, 2.95, 0.86], [8.26, 3.38, 0.17], [8.65, 2.01, -2.14], [6.28, 0.83, -2.73], [-0.78, 3.22, -3.70], [-0.22, 3.80, -4.80], [-1.19, 4.54, -5.43], [-2.39, 4.39, -4.68], [-2.10, 3.58, -3.62], [-0.31, 2.62, -3.05], [0.82, 3.64, -5.04], [-1.06, 5.11, -6.34], [-3.34, 4.84, -4.90], [-2.73, 3.22, -2.81], [3.47, -1.51, 6.91], [2.56, -2.43, 6.46], [2.18, -3.20, 7.53], [2.88, -2.73, 8.66], [3.67, -1.68, 8.25], [3.93, -0.81, 6.34], [2.27, -2.45, 5.42], [1.47, -4.02, 7.49], [2.81, -3.11, 9.67], [4.35, -1.05, 8.80], [8.60, 4.19, 4.93], [7.69, 3.27, 4.49], [7.30, 2.49, 5.56], [8.01, 2.97, 6.69], [8.79, 4.01, 6.28], [9.05, 4.88, 4.36], [7.39, 3.24, 3.45], [6.59, 1.68, 5.52], [7.94, 2.59, 7.70], [9.48, 4.65, 6.82], [-7.63, 3.40, -2.65], [-7.07, 4.02, -3.74], [-8.03, 4.80, -4.33], [-9.21, 4.67, -3.57], [-8.94, 3.80, -2.54], [-7.16, 2.76, -2.03], [-6.04, 3.84, -4.00], [-7.89, 5.41, -5.21], [-10.16, 5.15, -3.75], [-9.56, 3.43, -1.73], [-3.74, -5.16, -0.73], [-3.70, -6.41, -1.28], [-4.94, -6.66, -1.83], [-5.74, -5.52, -1.60], [-4.97, -4.60, -0.92], [-2.97, -4.71, -0.25], [-2.81, -7.01, -1.24], [-5.23, -7.57, -2.33], [-6.77, -5.38, -1.90], [-5.20, -3.61, -0.56], [-3.25, -6.51, -5.17], [-4.45, -5.88, -5.02], [-5.16, -6.03, -6.19], [-4.35, -6.80, -7.07], [-3.18, -7.08, -6.41], [-2.52, -6.55, -4.47], [-4.70, -5.37, -4.10], [-6.15, -5.64, -6.38], [-4.61, -7.11, -8.07], [-2.31, -7.63, -6.72]]}

No. 2
{"formula": "C27H37MoN2O12Sb", "method": "ωB97M-V/def2-TZVPD", "e_tot_ev": -64520.2269, "gap_ha": [0.258, 0.264], "charge": 2, "species": ["Mo", "O", "C", "O", "C", "C", "C", "C", "C", "O", "C", "C", "O", "O", "H", "H", "H", "H", "H", "H", "H", "H", "O", "C", "O", "C", "C", "C", "C", "C", "C", "O", "N", "O", "O", "N", "O", "O", "H", "H", "C", "C", "C", "C", "Sb", "C", "C", "C", "C", "C", "C", "C", "C", "H", "H", "H", "H", "H", "H", "H", "H", "H", "H", "H", "H", "H", "H", "H", "H", "H", "H", "H", "H", "H", "H", "H", "H", "H", "H", "H"], "coordinates": [[0.17, 0.31, 2.17], [0.73, 3.82, 2.50], [-0.17, 3.08, 2.63], [-0.02, 1.80, 3.24], [-1.55, 3.23, 2.03], [-2.69, 2.50, 2.78], [-4.02, 3.16, 2.42], [-4.19, 2.70, 0.95], [-2.99, 1.76, 0.78], [-2.77, 1.23, 2.09], [-1.69, 2.58, 0.58], [-0.62, 1.62, 0.07], [-0.73, 0.98, -0.97], [0.55, 1.50, 0.70], [-1.73, 4.30, 1.97], [-2.51, 2.33, 3.84], [-4.81, 2.77, 3.05], [-3.99, 4.24, 2.54], [-5.11, 2.15, 0.80], [-4.17, 3.52, 0.23], [-3.12, 0.97, 0.05], [-1.80, 3.32, -0.21], [-0.56, -2.84, -0.40], [-0.58, -2.27, 0.65], [0.07, -1.06, 0.77], [-1.34, -2.76, 1.84], [-2.11, -3.90, 1.66], [-2.89, -4.34, 2.70], [-2.99, -3.66, 3.89], [-2.23, -2.51, 4.05], [-1.38, -2.09, 3.06], [-0.59, -0.99, 3.19], [-2.42, -1.74, 5.31], [-2.98, -2.30, 6.21], [-2.05, -0.58, 5.29], [-3.71, -5.56, 2.51], [-3.59, -6.13, 1.45], [-4.42, -5.88, 3.43], [-2.09, -4.44, 0.72], [-3.64, -4.00, 4.68], [1.55, -0.95, -4.50], [0.41, -0.53, -3.60], [-0.26, 0.76, -3.98], [-0.54, -1.63, -3.20], [1.58, -0.02, -1.52], [2.41, 2.04, -1.67], [3.24, 1.92, -2.96], [1.30, 3.08, -1.82], [3.29, 2.44, -0.49], [3.28, -1.39, -0.80], [4.24, -0.57, 0.04], [2.82, -2.62, -0.06], [3.83, -1.74, -2.18], [1.12, -1.02, -5.52], [1.94, -1.92, -4.25], [2.35, -0.22, -4.57], [-0.94, 0.51, -4.80], [0.44, 1.51, -4.36], [-0.87, 1.18, -3.18], [-1.08, -1.91, -4.12], [-1.27, -1.31, -2.47], [-0.03, -2.52, -2.84], [2.62, 1.79, -3.84], [3.99, 1.13, -2.92], [3.79, 2.86, -3.09], [0.48, 2.77, -2.47], [1.75, 3.97, -2.27], [0.90, 3.38, -0.86], [4.23, 1.91, -0.46], [2.79, 2.35, 0.47], [3.52, 3.50, -0.62], [3.77, -0.11, 0.91], [4.77, 0.18, -0.54], [5.00, -1.27, 0.42], [2.41, -2.39, 0.92], [3.73, -3.22, 0.12], [2.13, -3.23, -0.63], [4.08, -0.87, -2.79], [3.17, -2.40, -2.73], [4.78, -2.28, -2.02]]}

No. 3
{"formula": "C6H4O", "method": "ωB97M-V/def2-TZVPD", "smiles": "C#Cc1ccco1", "e_tot_ev": -8330.0993, "gap_ha": 0.339, "relative_energy_kj_mol": 225.87, "species": ["C", "C", "C", "C", "C", "C", "O", "H", "H", "H", "H"], "coordinates": [[1.77, -2.02, 1.21], [0.92, -1.37, 0.73], [0.18, -0.28, 0.18], [-0.93, -0.36, -0.72], [-1.39, 0.88, -1.17], [-0.69, 1.76, -0.39], [0.37, 1.04, 0.27], [2.29, -2.85, 1.78], [-1.36, -1.21, -1.10], [-2.39, 1.27, -1.66], [-0.67, 2.87, -0.13]]}